[1]
{"formula": "C9H9N2O2", "method": "the ωB97M-V functional and the def2-TZVPD basis", "orbital_gap_ev": 8.29, "de_lowest_ev": 1.184, "charge": 1, "smiles": "Cc1ccc(C(=[NH2+])N=C=O)c(O)c1", "lumo_ev": -5.021, "fmax_ha_per_bohr": 0.123, "homo_ev": -13.312, "mol_weight_da": 177.18, "elements": ["C", "C", "C", "C", "C", "C", "N", "N", "C", "O", "C", "O", "C", "H", "H", "H", "H", "H", "H", "H", "H", "H"], "xyz": [[1.2101, -2.8500, -1.6267], [0.4307, -1.7531, -1.0172], [0.1446, -1.6989, 0.4214], [-0.2444, -0.5734, 1.0672], [-0.3837, 0.6721, 0.3307], [-0.6531, 1.8490, 1.0541], [-0.7268, 3.0821, 0.5945], [-0.9477, 1.7940, 2.5302], [-0.4248, 1.3646, 3.5046], [-0.0161, 1.0131, 4.5150], [-0.2874, 0.6205, -1.0689], [-0.5454, 1.7210, -1.7736], [0.1681, -0.5331, -1.7052], [1.1619, -3.6047, -0.8183], [0.6218, -3.2785, -2.4327], [2.2803, -2.8193, -1.9396], [0.1448, -2.6094, 1.0294], [-0.4336, -0.8333, 2.1194], [-0.6446, 3.2986, -0.3985], [-0.7800, 3.9051, 1.1529], [-0.1596, 1.7063, -2.7245], [0.0850, -0.4726, -2.8141]], "forces_ev_per_a": [[-0.8, -2.3, 1.0], [0.9, 3.8, 1.2], [0.1, -1.1, -1.7], [-0.1, -0.1, -0.7], [-0.5, -1.1, 1.4], [-0.8, 1.3, 3.8], [0.2, -0.6, -1.1], [-0.5, 1.3, -6.2], [1.0, -0.7, 1.5], [0.4, -0.4, 0.8], [0.9, -0.8, 0.1], [0.7, 1.0, -2.2], [-0.9, -1.2, -0.5], [0.4, -0.2, -0.6], [0.1, -0.1, -0.4], [-0.9, 1.0, 0.3], [0.4, 0.2, -0.5], [-0.1, 1.4, -0.4], [0.0, -0.7, 0.2], [-0.3, 0.1, 1.0], [-1.0, -0.3, 2.3], [0.7, -0.4, 0.8]]}

=====

[2]
{"formula": "C9H9N2PS", "method": "the ωB97M-V functional and the def2-TZVPD basis", "orbital_gap_ev": [6.13, 6.13], "de_lowest_ev": 3.440, "charge": 0, "smiles": "CC(C)(C)[C@@]1(C#N)SP=C=C1C#N", "lumo_ev": [-2.850, -2.851], "fmax_ha_per_bohr": 0.089, "homo_ev": [-8.984, -8.981], "mol_weight_da": 208.23, "elements": ["C", "C", "C", "C", "C", "C", "N", "S", "P", "C", "C", "C", "N", "H", "H", "H", "H", "H", "H", "H", "H", "H"], "xyz": [[-0.2948, 0.3120, -1.9502], [0.2189, 0.3236, -0.5227], [1.7546, 0.4072, -0.2865], [-0.4985, 1.5257, 0.1925], [-0.4957, -0.8991, 0.1805], [-1.9720, -0.6552, 0.0018], [-3.1020, -0.5742, -0.0640], [0.0024, -2.4704, -0.7542], [1.4859, -2.9727, 0.5547], [1.1561, -1.8477, 1.8865], [0.0666, -1.0677, 1.6428], [-0.6028, -0.2631, 2.6079], [-1.1487, 0.3464, 3.4163], [-1.3789, 0.1741, -2.1597], [0.0876, 1.1603, -2.4277], [0.3075, -0.4082, -2.5685], [2.0916, -0.5694, -0.4401], [2.0982, 0.6101, 0.7350], [1.9877, 1.2059, -0.9905], [0.1642, 2.4526, -0.1074], [-0.3399, 1.4669, 1.2138], [-1.5881, 1.7428, -0.1603]], "forces_ev_per_a": [[1.7, -1.6, -1.5], [-2.4, 0.5, 1.9], [-2.4, 1.0, -0.1], [1.0, 2.6, -3.6], [0.3, -0.4, -0.1], [2.7, -1.5, 1.1], [-1.7, 0.3, -0.2], [-0.4, 0.4, 0.6], [-0.5, 1.1, 0.9], [-0.5, -0.6, -0.5], [0.0, -0.5, -1.7], [0.0, -0.3, 0.8], [0.0, 0.0, -0.1], [0.9, 0.2, 0.6], [-0.1, 2.0, -0.6], [-0.8, -0.2, 0.6], [1.4, -1.2, -1.2], [-0.6, 0.5, -0.2], [1.1, -0.4, 0.0], [-1.5, -1.4, 0.4], [-0.4, 0.0, 2.0], [2.1, -0.6, 0.9]]}

=====

[3]
{"formula": "C9H9N3", "method": "the ωB97M-V functional and the def2-TZVPD basis", "orbital_gap_ev": 10.17, "de_lowest_ev": 2.634, "charge": 0, "smiles": "CC1=NCN=C1c1ccncc1", "lumo_ev": 0.311, "fmax_ha_per_bohr": 0.081, "homo_ev": -9.854, "mol_weight_da": 159.19, "elements": ["C", "C", "N", "C", "N", "C", "C", "C", "C", "N", "C", "C", "H", "H", "H", "H", "H", "H", "H", "H", "H"], "xyz": [[1.8308, -0.9057, 0.5522], [0.7994, -1.2218, -0.5057], [0.8843, -2.2042, -1.3064], [-0.3348, -2.2743, -2.0749], [-1.0362, -0.9637, -1.8272], [-0.4701, -0.3615, -0.8456], [-0.6441, 0.8610, -0.0637], [-1.7416, 1.2401, 0.6474], [-1.9590, 2.4800, 1.1662], [-1.0204, 3.4025, 0.9623], [0.0457, 3.0484, 0.2527], [0.2937, 1.7755, -0.1958], [2.6215, -1.6338, 0.6643], [1.4069, -1.0467, 1.5355], [2.2117, 0.0357, 0.3322], [-0.9875, -3.0321, -1.6502], [-0.1389, -2.3860, -3.1309], [-2.5000, 0.5354, 0.9376], [-2.7848, 2.7713, 1.7993], [0.9325, 3.7607, 0.3358], [1.2362, 1.7168, -0.6807]], "forces_ev_per_a": [[-1.1, -2.1, -0.1], [0.1, 0.1, -0.3], [0.0, -0.9, 0.7], [0.3, 2.8, 0.8], [-1.1, 0.5, 0.7], [2.1, -3.6, 0.0], [-2.0, -1.6, -1.6], [-2.8, -1.6, 1.3], [1.7, 0.8, -0.3], [0.1, 1.0, -0.2], [1.4, 1.7, 2.3], [2.3, 3.2, -0.7], [0.4, -0.3, -1.0], [-0.6, 1.0, 0.4], [0.8, 1.7, 0.4], [0.0, -0.3, -0.3], [-0.1, -0.2, -0.2], [-0.2, -0.6, -0.5], [-0.2, -0.2, -0.1], [-1.5, -0.6, -0.7], [0.5, -0.8, -0.6]]}

=====

[4]
{"formula": "C9H9N3O2", "method": "the ωB97M-V functional and the def2-TZVPD basis", "orbital_gap_ev": 9.28, "de_lowest_ev": 3.991, "charge": 0, "smiles": "O=c1cc[nH]c(=O)[nH]1.c1ccncc1", "lumo_ev": 0.180, "fmax_ha_per_bohr": 0.093, "homo_ev": -9.101, "mol_weight_da": 191.19, "elements": ["O", "C", "C", "C", "N", "C", "O", "N", "H", "H", "H", "H", "C", "C", "C", "N", "C", "C", "H", "H", "H", "H", "H"], "xyz": [[0.8068, 2.1502, -0.6917], [1.3183, 1.0563, -0.3506], [0.7896, -0.2570, -0.1244], [1.6571, -1.3163, 0.0472], [3.0463, -1.1574, -0.1788], [3.7175, 0.0531, 0.0064], [4.9319, 0.2571, 0.2992], [2.7375, 1.1247, -0.0010], [-0.3553, -0.2059, -0.2764], [1.2470, -2.3291, 0.0870], [3.5646, -1.9062, 0.0958], [3.1443, 2.0547, -0.1693], [-3.2117, 0.6128, -0.4004], [-2.5883, 1.1923, 0.6530], [-1.6081, 0.4622, 1.2729], [-1.2900, -0.8221, 0.9159], [-1.8853, -1.2956, -0.1757], [-2.8274, -0.6069, -0.9638], [-4.2623, 1.1442, -0.6648], [-2.9655, 2.1413, 0.9610], [-1.1869, 0.9674, 2.1643], [-1.4800, -2.3082, -0.6380], [-3.3000, -1.0118, -1.8679]], "forces_ev_per_a": [[0.4, -3.2, 0.8], [2.6, 3.1, 0.0], [-0.3, 0.0, -1.6], [-1.2, 2.1, -1.8], [-1.5, 1.8, 0.6], [0.3, 2.7, 1.6], [-4.1, -1.3, -1.6], [1.1, -0.5, -1.1], [4.2, -0.4, -0.4], [0.6, 0.3, 0.2], [1.9, -2.5, 0.7], [-0.3, -0.7, 0.3], [-4.2, 0.7, -2.1], [0.3, -0.5, 0.0], [-0.2, -0.6, 1.4], [-2.5, 0.9, 1.7], [0.0, -2.2, -2.0], [0.1, 0.3, 1.3], [2.8, -1.3, -0.2], [0.3, 0.5, 0.6], [0.4, -1.1, -0.5], [-0.9, 1.9, 1.4], [0.3, 0.1, 0.6]]}

=====

[5]
{"formula": "C9H9N3O2S", "method": "the ωB97M-V functional and the def2-TZVPD basis", "orbital_gap_ev": [7.56, 7.21], "de_lowest_ev": 4.169, "charge": 0, "lumo_ev": [-0.635, -0.371], "fmax_ha_per_bohr": 0.116, "homo_ev": [-8.198, -7.580], "mol_weight_da": 223.26, "elements": ["C", "C", "C", "C", "C", "C", "C", "C", "C", "N", "N", "N", "O", "O", "S", "H", "H", "H", "H", "H", "H", "H", "H", "H"], "xyz": [[0.5123, -2.2092, 2.2966], [1.6023, -1.7578, 1.5381], [-0.6365, -1.5537, 2.3415], [1.4191, -0.6394, 0.8238], [-0.8751, -0.4687, 1.5606], [0.1551, -0.0824, 0.6904], [-1.0499, 1.9014, 0.2591], [0.2000, -0.5829, -2.1021], [0.2516, 0.8111, -1.5213], [-1.9558, 2.2508, -0.5421], [-0.1395, 0.9141, -0.2490], [-1.8784, 2.2098, -1.8331], [-0.4331, -1.4180, -1.5650], [0.9166, -0.7773, -3.2241], [1.0830, 2.2933, -2.0840], [0.7312, -3.0644, 2.9596], [2.4040, -2.4159, 1.4378], [-1.4873, -2.1126, 3.0251], [2.2502, -0.2372, 0.3291], [-1.8470, 0.0188, 1.3426], [-0.8990, 2.1504, 1.3018], [-2.6963, 1.8328, -2.2671], [1.2354, 0.0599, -3.6637], [1.1371, 2.8771, -0.8545]], "forces_ev_per_a": [[3.7, -2.0, 0.8], [-2.3, -1.0, 1.2], [-4.8, -1.8, 3.1], [-0.2, 0.8, -1.2], [-0.4, 1.1, -2.3], [-0.8, -0.2, 1.7], [1.9, -1.2, -1.0], [1.2, 2.9, -0.5], [-0.3, 1.1, -0.4], [-1.9, 1.3, -0.8], [0.0, 0.6, 2.1], [1.9, -0.8, 0.6], [-0.7, -1.6, 0.2], [0.3, 0.6, -1.0], [0.3, -0.4, -0.3], [-0.6, 0.3, -0.5], [1.7, -0.4, 0.1], [2.0, 2.0, -1.8], [0.9, 0.6, -1.2], [0.5, -0.8, 0.7], [-0.6, 0.1, -0.2], [-1.3, 0.1, 0.2], [-0.5, -1.1, 1.0], [0.1, -0.4, -0.5]]}

=====

[6]
{"formula": "C9H9NO", "method": "the ωB97M-V functional and the def2-TZVPD basis", "orbital_gap_ev": 8.78, "de_lowest_ev": 3.696, "charge": 0, "smiles": "NC(=O)[C@]12C=CC=C1CC=C2", "lumo_ev": 0.722, "fmax_ha_per_bohr": 0.100, "homo_ev": -8.054, "mol_weight_da": 147.18, "elements": ["N", "C", "O", "C", "C", "C", "C", "C", "C", "C", "C", "H", "H", "H", "H", "H", "H", "H", "H", "H"], "xyz": [[1.5680, 1.6158, 1.4478], [1.4398, 0.9424, 0.2836], [2.0267, 1.0909, -0.7738], [0.1240, -0.2584, 0.4410], [1.0296, -1.4902, 0.2183], [0.9901, -1.9180, -1.0323], [0.0390, -1.1316, -1.7941], [-0.4844, -0.2627, -0.9283], [-1.6898, 0.6139, -0.8596], [-1.9718, 0.5985, 0.5969], [-1.0178, 0.0438, 1.3103], [1.1606, 1.2473, 2.3656], [2.0100, 2.5469, 1.5673], [1.7983, -1.9447, 0.9234], [1.4550, -2.8183, -1.4053], [-0.2424, -1.2807, -2.9122], [-2.5161, 0.1685, -1.5026], [-1.7723, 1.6516, -1.4134], [-3.0053, 0.8213, 1.0604], [-0.9413, -0.2363, 2.4070]], "forces_ev_per_a": [[-0.2, 0.6, 2.6], [-1.4, -1.0, -1.1], [-0.8, 0.2, 2.0], [3.9, -0.8, -3.2], [1.2, -0.9, 3.1], [-0.3, -0.6, -0.8], [-0.9, 0.0, -1.9], [-0.4, 1.9, -0.4], [-2.1, 1.0, -3.1], [-3.5, 0.5, 1.3], [1.6, -0.9, 2.4], [0.6, 0.7, -2.4], [-0.1, -1.3, -0.7], [-1.3, 0.9, -0.6], [0.5, 0.2, 0.0], [0.5, 0.3, 2.3], [0.6, -0.1, 1.2], [1.1, -1.4, 1.5], [1.8, 0.0, -0.9], [-0.7, 0.7, -1.4]]}

=====

[7]
{"formula": "C9H9NO", "method": "the ωB97M-V functional and the def2-TZVPD basis", "orbital_gap_ev": 8.79, "de_lowest_ev": 6.267, "charge": 0, "smiles": "N[C@H]1CC(=O)c2ccccc21", "lumo_ev": -0.497, "fmax_ha_per_bohr": 0.355, "homo_ev": -9.287, "mol_weight_da": 147.18, "elements": ["N", "C", "C", "C", "O", "C", "C", "C", "C", "C", "C", "H", "H", "H", "H", "H", "H", "H", "H", "H"], "xyz": [[1.5674, -1.9227, -0.4174], [1.2189, -0.7449, 0.3100], [2.0560, 0.5728, -0.1253], [0.9873, 1.6439, 0.0521], [1.2242, 2.8607, -0.0076], [-0.2218, 1.0550, 0.0797], [-1.5673, 1.5887, -0.1363], [-2.6354, 0.7485, -0.1578], [-2.5585, -0.5895, -0.0537], [-1.2404, -1.1293, 0.0638], [-0.1941, -0.3469, 0.1363], [1.6947, -2.7548, 0.3103], [2.4705, -1.4518, -0.8542], [1.4356, -1.2196, 1.4299], [2.7750, 0.4304, -1.0746], [2.9310, 0.7122, 0.6165], [-1.5405, 2.4287, -0.1288], [-3.5300, 1.6131, -0.3088], [-3.4967, -1.2210, 0.1842], [-1.3756, -2.2735, 0.0818]], "forces_ev_per_a": [[2.9, -1.1, -0.9], [1.3, -1.0, 2.9], [2.4, -2.1, 1.9], [5.3, 4.4, -2.0], [-0.4, -1.6, 0.5], [-8.4, -2.9, -0.5], [5.0, -17.5, 1.2], [-3.3, 5.9, -1.0], [-0.4, -2.1, 1.3], [-5.8, -4.1, -0.3], [3.7, 2.4, 0.5], [0.5, 2.4, -2.7], [-1.7, -3.3, 0.9], [-0.7, 2.8, -1.9], [-2.5, 0.5, 1.3], [-1.5, 0.1, -0.7], [-0.8, 18.1, -0.4], [1.2, -3.6, 0.5], [1.8, 0.9, -1.0], [1.5, 1.8, 0.2]]}

=====

[8]
{"formula": "C9H9NO2", "method": "the ωB97M-V functional and the def2-TZVPD basis", "orbital_gap_ev": 10.28, "de_lowest_ev": 0.765, "charge": 0, "smiles": "O=C(O)C/C=C\\c1cccnc1", "lumo_ev": 0.689, "fmax_ha_per_bohr": 0.012, "homo_ev": -9.593, "mol_weight_da": 163.18, "elements": ["O", "C", "O", "C", "C", "C", "C", "C", "C", "C", "N", "C", "H", "H", "H", "H", "H", "H", "H", "H", "H"], "xyz": [[1.8975, 1.5302, 1.0174], [2.0390, 0.3455, 0.8879], [2.2378, -0.4697, 1.9339], [2.0298, -0.4301, -0.4102], [1.4986, 0.3753, -1.5597], [0.2059, 0.6083, -1.7310], [-0.8321, 0.1427, -0.7954], [-1.1537, 0.8951, 0.3305], [-2.1320, 0.4346, 1.1955], [-2.7609, -0.7637, 0.8971], [-2.4615, -1.4919, -0.1661], [-1.5229, -1.0534, -0.9824], [2.2666, 0.0365, 2.7609], [1.4209, -1.3219, -0.2458], [3.0553, -0.7524, -0.6001], [2.2236, 0.7720, -2.2545], [-0.1475, 1.1833, -2.5767], [-0.6295, 1.8184, 0.5218], [-2.3907, 0.9936, 2.0796], [-3.5374, -1.1671, 1.5335], [-1.3069, -1.6854, -1.8361]], "forces_ev_per_a": [[0.0, 0.1, -0.1], [0.0, 0.2, 0.2], [0.1, -0.6, 0.3], [-0.1, 0.1, 0.1], [0.0, -0.1, 0.0], [0.1, 0.0, -0.3], [-0.2, -0.1, 0.3], [-0.1, -0.1, 0.0], [0.1, 0.0, -0.1], [-0.1, 0.1, 0.2], [-0.3, -0.5, 0.0], [0.3, 0.2, -0.2], [-0.1, 0.2, -0.3], [0.1, 0.0, 0.0], [0.0, -0.1, 0.1], [0.0, 0.1, -0.1], [0.1, 0.1, -0.1], [0.1, 0.1, 0.0], [-0.1, 0.1, 0.1], [0.0, 0.0, 0.1], [0.1, 0.0, -0.1]]}

=====

[9]
{"formula": "C9H9NO2", "method": "the ωB97M-V functional and the def2-TZVPD basis", "orbital_gap_ev": [8.38, 6.01], "de_lowest_ev": 5.586, "charge": 0, "lumo_ev": [-0.543, -1.098], "fmax_ha_per_bohr": 0.026, "homo_ev": [-8.923, -7.108], "mol_weight_da": 163.18, "elements": ["C", "C", "C", "C", "C", "C", "C", "C", "C", "N", "O", "O", "H", "H", "H", "H", "H", "H", "H", "H", "H"], "xyz": [[-1.5712, -3.0524, 0.0115], [-1.8203, -2.1731, -1.0348], [-0.4902, -2.8420, 0.8598], [-1.0028, -1.0842, -1.2358], [0.3477, -1.7684, 0.6682], [0.1055, -0.8697, -0.3900], [1.7310, 1.1145, -1.0350], [0.1958, 3.7328, 0.6000], [0.9276, 0.2132, -0.6130], [0.7561, 2.6786, 1.2600], [-0.8236, 3.7182, -0.0395], [0.2137, 1.5136, 1.4003], [-2.2237, -3.8981, 0.1763], [-2.6610, -2.3430, -1.6908], [-0.3108, -3.5247, 1.6772], [-1.1912, -0.3882, -2.0384], [1.1825, -1.5843, 1.3261], [1.7455, 2.1056, -0.5703], [2.4380, 0.9767, -1.8378], [0.8351, 4.6336, 0.7141], [1.6165, 2.8413, 1.7919]], "forces_ev_per_a": [[0.0, 0.0, 0.0], [-0.1, -0.1, 0.0], [0.0, -0.1, 0.0], [0.1, 0.0, 0.1], [0.0, 0.1, -0.1], [-0.3, -0.5, -0.1], [0.3, 0.3, -0.1], [-0.2, 0.8, -0.4], [-0.2, 0.8, 0.8], [0.4, -0.9, 0.9], [0.0, -0.2, 0.1], [0.1, -0.1, -0.8], [0.0, 0.0, 0.0], [-0.1, 0.0, 0.0], [0.0, 0.0, 0.1], [0.0, 0.1, -0.1], [0.1, 0.0, 0.1], [0.0, 0.0, 0.0], [0.1, -0.2, -0.2], [-0.1, -0.1, 0.0], [-0.3, 0.1, -0.3]]}

=====

[10]
{"formula": "C9H9NO2", "method": "the ωB97M-V functional and the def2-TZVPD basis", "orbital_gap_ev": 8.25, "de_lowest_ev": 5.025, "charge": 0, "smiles": "CC#C/N=C(/OC)c1ccco1", "lumo_ev": 0.193, "fmax_ha_per_bohr": 0.083, "homo_ev": -8.055, "mol_weight_da": 163.18, "elements": ["C", "C", "C", "N", "C", "O", "C", "C", "C", "C", "C", "O", "H", "H", "H", "H", "H", "H", "H", "H", "H"], "xyz": [[-2.7951, 1.1464, -3.1871], [-2.1225, 0.8818, -1.9072], [-1.2485, 0.7403, -1.0599], [-0.4364, 0.9101, -0.0130], [0.3508, 0.2557, 0.7927], [0.6772, 0.9566, 1.8906], [0.1930, 2.2538, 2.0979], [1.0038, -1.0037, 0.7457], [1.8506, -1.6341, 1.5948], [2.2747, -2.8023, 0.9478], [1.5343, -2.8578, -0.2181], [0.7641, -1.7691, -0.3496], [-2.9935, 0.2472, -3.7808], [-2.1076, 1.6413, -3.8130], [-3.7775, 1.6160, -3.0171], [0.1208, 2.2857, 3.2009], [-0.7329, 2.3556, 1.4518], [0.6903, 3.1286, 1.6138], [2.1752, -1.3044, 2.5492], [3.1253, -3.4288, 1.3558], [1.4539, -3.6186, -0.8952]], "forces_ev_per_a": [[-1.2, -1.4, 0.9], [1.7, -0.3, 0.6], [-0.6, 0.0, -0.5], [0.6, -1.3, 0.6], [-2.4, 3.3, -1.4], [1.9, -1.0, 0.3], [-2.0, 1.0, -1.0], [-0.6, -0.7, -0.2], [0.3, 0.5, -0.2], [0.7, -1.0, -0.2], [1.3, 0.9, 2.5], [0.2, -0.2, 0.0], [-0.1, -0.3, 0.4], [0.5, 1.4, -0.7], [0.6, 0.3, -0.4], [-0.3, 0.7, -0.8], [0.1, -0.3, 1.7], [1.0, -1.0, 0.7], [0.2, 0.4, 0.5], [-1.6, 0.4, -0.9], [-0.2, -1.4, -1.9]]}

=====

Result set for energy: -608.08428; -1197.22128; -512.55799; -663.02259; -1061.13322; -478.23694; -478.14246; -553.58783; -553.41067; -553.43130 a.u., one per record in the order listed.